# 1
Entry from OMol25: a structure of composition C3H2O3Tl at a distorted geometry (ωB97M-V/def2-TZVPD).

Geometry as XYZ:
```
9
Properties=species:S:1:pos:R:3
O -0.703 -2.362 2.489
C -0.538 -3.562 2.747
H -1.366 -4.052 3.263
H 0.415 -4.043 2.500
O 0.313 -1.714 1.828
Tl -0.016 0.412 1.591
O 1.483 1.524 0.106
C 2.424 1.829 -0.512
C 3.498 2.207 -1.253
```

Results
Total charge: +1
Orbital gap (alpha / beta), eV: 7.73 / 7.71
ΔE to the lowest compared entry with this formula, charge and spin, kcal per mole: 180.1
Largest force on an atom, eV/Å: 2.7
Highest occupied orbital energy (alpha / beta), eV: -13.9 / -13.9

# 2
Entry from OMol25: a structure of composition CHLiO2Rb at a distorted geometry (ωB97M-V/def2-TZVPD).

Geometry as XYZ:
```
6
Properties=species:S:1:pos:R:3
O 1.665 2.339 -0.627
C 0.688 1.621 -0.450
O 0.676 0.395 -0.177
Li 2.718 0.603 -0.242
H -3.991 -2.941 1.280
Rb -1.755 -2.017 0.216
```

Results
Multiplicity: 2
Orbital gap (alpha / beta), eV: 4.27 / 3.86
ΔE to the lowest compared entry with this formula, charge and spin, kcal per mole: 0.0
Largest force on an atom, eV/Å: 1.0
Highest occupied orbital energy (alpha / beta), eV: -5.6 / -5.6

# 3
Entry from OMol25: a cluster of 7 separate species, C5H24FN11O5 in total at a distorted geometry (ωB97M-V/def2-TZVPD).

Geometry as XYZ:
```
46
Properties=species:S:1:pos:R:3
N 1.895 -0.200 3.047
H 1.310 -0.341 3.858
H 1.401 -0.035 2.182
H 2.576 -0.920 2.850
H 2.430 0.639 3.221
F 0.175 0.348 0.875
C -1.967 2.896 1.898
O -2.893 3.820 1.951
N -0.768 2.818 2.265
N -2.281 1.826 1.276
H -0.141 2.050 2.072
H -0.319 3.593 2.731
H -3.137 1.830 0.740
H -1.517 1.167 1.236
C -0.696 -2.557 2.351
O -1.028 -3.520 3.073
N -1.204 -1.453 2.509
N 0.296 -2.529 1.488
H -1.830 -1.353 3.296
H -0.989 -0.717 1.852
H 0.684 -3.439 1.285
H 0.588 -1.688 1.011
C -1.309 -2.363 -2.129
O -0.188 -2.892 -2.000
N -2.100 -2.666 -3.089
N -1.740 -1.477 -1.331
H -3.022 -2.317 -3.308
H -1.661 -3.476 -3.503
H -2.711 -1.212 -1.246
H -1.124 -1.246 -0.565
C 2.921 -0.487 -1.203
O 3.763 -0.833 -2.007
N 2.987 0.612 -0.539
N 1.752 -1.019 -0.961
H 2.076 0.844 -0.170
H 3.533 1.324 -1.003
H 1.432 -1.686 -1.650
H 1.048 -0.517 -0.439
C 0.591 2.451 -2.546
O 1.117 3.270 -1.904
N 0.172 2.559 -3.770
N -0.017 1.498 -1.895
H -0.259 1.785 -4.255
H 0.613 3.316 -4.274
H -0.588 0.821 -2.382
H 0.125 1.478 -0.895
```

Results
Orbital gap, eV: 8.07
ΔE to the lowest compared entry with this formula, charge and spin, kcal per mole: 105.6
Largest force on an atom, eV/Å: 9.6
Highest occupied orbital energy, eV: -9.2

# 4
Entry from OMol25: a cluster of 12 separate species, C36H96O12 in total at a distorted geometry (ωB97M-V/def2-TZVPD).

Geometry as XYZ:
```
144
Properties=species:S:1:pos:R:3
C -1.930 -17.820 -15.008
C -2.504 -16.624 -15.738
C -3.589 -15.943 -14.906
O -1.440 -15.741 -16.044
H -1.405 -17.615 -14.073
H -1.235 -18.415 -15.605
H -2.740 -18.514 -14.765
H -2.970 -17.029 -16.646
H -4.286 -16.714 -14.564
H -4.150 -15.169 -15.427
H -3.130 -15.508 -14.015
H -1.815 -14.971 -16.505
C -2.222 -19.357 -18.334
C -2.731 -20.365 -19.339
C -3.086 -19.728 -20.675
O -1.618 -21.248 -19.577
H -1.451 -18.722 -18.778
H -1.795 -19.866 -17.471
H -3.034 -18.692 -18.031
H -3.553 -20.967 -18.939
H -3.933 -19.033 -20.597
H -3.233 -20.455 -21.471
H -2.295 -19.036 -20.982
H -1.942 -21.989 -20.120
C -8.980 -20.648 -22.269
C -8.019 -19.501 -22.078
C -6.719 -19.860 -21.367
O -7.772 -18.962 -23.377
H -9.928 -20.246 -22.636
H -9.184 -21.247 -21.383
H -8.637 -21.314 -23.067
H -8.519 -18.727 -21.480
H -5.892 -19.269 -21.769
H -6.434 -20.908 -21.482
H -6.693 -19.639 -20.298
H -7.253 -18.157 -23.274
C -3.604 -15.276 -18.969
C -3.178 -13.837 -18.812
C -4.236 -12.848 -19.243
O -2.820 -13.618 -17.429
H -2.812 -15.968 -18.672
H -3.783 -15.494 -20.023
H -4.495 -15.506 -18.383
H -2.246 -13.694 -19.370
H -3.864 -11.825 -19.158
H -5.133 -12.926 -18.623
H -4.579 -13.022 -20.264
H -2.400 -12.755 -17.356
C -4.618 -23.732 -19.631
C -3.561 -24.388 -20.505
C -4.186 -25.050 -21.729
O -2.752 -23.287 -20.992
H -4.102 -23.311 -18.767
H -5.357 -24.470 -19.314
H -5.159 -22.969 -20.188
H -2.924 -25.114 -19.996
H -4.903 -25.805 -21.405
H -3.459 -25.447 -22.441
H -4.721 -24.290 -22.301
H -2.076 -23.682 -21.559
C 2.839 -19.157 -19.110
C 1.530 -19.621 -19.703
C 1.673 -20.105 -21.145
O 1.050 -20.691 -18.891
H 3.409 -18.504 -19.771
H 3.444 -20.034 -18.865
H 2.682 -18.633 -18.164
H 0.800 -18.800 -19.684
H 0.747 -20.566 -21.493
H 2.506 -20.795 -21.275
H 1.838 -19.250 -21.814
H 0.144 -20.885 -19.193
C -0.983 -16.486 -21.371
C -0.062 -15.389 -20.885
C 0.606 -15.713 -19.541
O 0.946 -15.214 -21.889
H -1.619 -16.835 -20.558
H -0.419 -17.305 -21.820
H -1.641 -16.128 -22.168
H -0.606 -14.443 -20.779
H 1.293 -16.547 -19.682
H -0.147 -16.011 -18.803
H 1.117 -14.845 -19.126
H 1.401 -14.382 -21.736
C -1.812 -21.953 -13.999
C -3.152 -21.619 -14.624
C -3.484 -22.365 -15.905
O -4.218 -21.689 -13.688
H -1.867 -22.883 -13.424
H -1.448 -21.163 -13.343
H -1.046 -22.089 -14.767
H -3.061 -20.564 -14.901
H -3.669 -23.435 -15.762
H -2.639 -22.300 -16.596
H -4.353 -21.899 -16.370
H -4.523 -22.599 -13.617
C 1.156 -26.107 -18.075
C 0.219 -25.193 -18.850
C -0.778 -24.489 -17.923
O 0.941 -24.230 -19.607
H 1.676 -26.770 -18.768
H 0.559 -26.768 -17.438
H 1.862 -25.566 -17.445
H -0.343 -25.793 -19.572
H -1.433 -25.224 -17.446
H -1.425 -23.828 -18.498
H -0.216 -23.964 -17.149
H 1.568 -23.779 -19.031
C -4.093 -18.000 -23.723
C -3.962 -16.983 -24.833
C -4.237 -17.529 -26.222
O -4.925 -15.939 -24.520
H -4.094 -17.461 -22.777
H -3.276 -18.724 -23.721
H -5.013 -18.579 -23.842
H -2.990 -16.483 -24.744
H -5.257 -17.889 -26.351
H -3.615 -18.415 -26.401
H -3.963 -16.788 -26.972
H -4.737 -15.189 -25.092
C -2.574 -21.948 -24.964
C -4.038 -22.302 -24.811
C -4.670 -21.743 -23.554
O -4.716 -21.794 -25.979
H -2.419 -20.910 -25.256
H -2.049 -22.602 -25.662
H -2.060 -22.108 -24.008
H -4.121 -23.395 -24.842
H -5.655 -22.191 -23.392
H -4.804 -20.663 -23.552
H -4.056 -22.060 -22.707
H -5.582 -21.465 -25.723
C -6.027 -18.740 -17.752
C -7.383 -18.100 -17.465
C -7.234 -16.855 -16.620
O -7.990 -17.747 -18.718
H -5.482 -18.870 -16.802
H -5.394 -18.050 -18.311
H -6.070 -19.756 -18.143
H -8.024 -18.812 -16.935
H -8.178 -16.346 -16.433
H -6.522 -16.142 -17.037
H -6.832 -17.162 -15.650
H -8.508 -18.485 -19.049
```

Results
Orbital gap, eV: 9.82
ΔE to the lowest compared entry with this formula, charge and spin, kcal per mole: 22.9
Largest force on an atom, eV/Å: 1.6
Highest occupied orbital energy, eV: -9.4
Structure (SMILES): CC(C)O.CC(C)O.CC(C)O.CC(C)O.CC(C)O.CC(C)O.CC(C)O.CC(C)O.CC(C)O.CC(C)O.CC(C)O.CC(C)O